Molecular formula: C6H10BrCl2N2O
Method: DFT, ωB97M-V with the def2-TZVPD basis set

Each line ends with the Mulliken charge.
Element x y z (Å)
C: 1.719 1.024 1.081  -0.766
O: 1.161 -0.244 0.658  -0.416
C: 0.294 -0.293 -0.337  0.018
C: 0.105 -1.622 -1.102  -1.361
N: -1.187 -0.137 0.241  -0.030
C: -2.511 0.323 -0.251  -0.347
Br: -3.889 -1.045 -0.130  -0.028
C: -1.823 1.068 0.821  -0.199
C: -1.288 2.388 0.230  0.595
Cl: -1.581 3.575 1.449  -0.113
N: -0.782 2.464 -0.944  -0.385
Cl: -0.261 3.969 -1.593  -0.021
H: 1.524 1.702 0.385  0.403
H: 2.713 0.785 1.422  0.272
H: 1.057 1.224 1.910  0.309
H: 0.272 0.510 -0.973  0.639
H: 0.811 -1.602 -2.020  0.325
H: 0.212 -2.425 -0.507  0.452
H: -0.817 -1.846 -1.614  0.423
H: -1.194 -0.829 0.981  0.424
H: -2.436 0.738 -1.295  0.336
H: -2.179 0.988 1.816  0.470

## Properties
Largest force on an atom: 4.902 eV Å⁻¹
SMILES string: CO[C@@H](C)[N@@H+]1[C@@H](Br)[C@@H]1/C(Cl)=N/Cl
Gap between HOMO and LUMO: 0.38386 Eh
ΔE to the lowest compared entry with this formula, charge and spin: 19.9 kcal/mol
Total charge: +1
E_tot: -3913.3691 Ha


Molecular formula: C28H70N6O18
Method: DFT, ωB97M-V with the def2-TZVPD basis set

Each line ends with the Mulliken charge.
Element x y z (Å)
C: -3.632 4.053 0.926  -0.851
N: -4.298 3.990 -0.432  0.009
C: -3.457 2.988 -1.304  -0.549
C: -5.759 3.500 -0.227  -0.784
C: -4.364 5.408 -1.082  -0.341
C: -5.355 5.613 -2.232  -0.645
O: -5.076 6.874 -2.818  -0.512
H: -2.573 4.303 0.882  0.375
H: -3.804 3.075 1.376  0.263
H: -4.187 4.872 1.384  0.451
H: -3.816 3.078 -2.329  0.278
H: -3.678 1.988 -0.928  -0.054
H: -2.451 3.380 -1.156  0.498
H: -5.811 2.493 0.187  0.169
H: -6.198 3.448 -1.223  0.442
H: -6.311 4.135 0.466  0.367
H: -3.337 5.770 -1.141  0.461
H: -4.816 5.966 -0.262  0.368
H: -6.407 5.603 -1.947  0.391
H: -5.215 4.782 -2.923  0.290
H: -5.711 7.516 -2.493  0.352
C: -2.332 -2.905 5.952  -0.813
N: -2.393 -1.395 6.131  -0.006
C: -3.904 -1.009 6.074  -0.965
C: -1.777 -1.035 7.481  -0.874
C: -1.582 -0.559 5.180  -0.869
C: -1.960 -0.778 3.644  -0.025
O: -1.453 -1.940 3.048  -0.544
H: -1.360 -3.385 6.060  0.330
H: -2.736 -3.228 4.992  0.328
H: -3.039 -3.238 6.711  0.456
H: -4.227 -0.009 5.786  0.332
H: -4.282 -1.256 7.067  0.384
H: -4.455 -1.574 5.322  0.468
H: -1.874 0.033 7.676  0.422
H: -0.712 -1.252 7.564  0.370
H: -2.237 -1.608 8.287  0.410
H: -0.549 -0.883 5.309  0.448
H: -1.805 0.457 5.504  0.499
H: -1.668 0.120 3.099  0.355
H: -3.048 -0.849 3.663  0.128
H: -0.718 -1.750 2.461  -0.013
C: 6.198 0.322 -1.305  -0.772
N: 7.131 0.081 -2.518  0.164
C: 8.396 -0.694 -1.990  -0.846
C: 6.333 -0.799 -3.505  -0.801
C: 7.490 1.454 -3.147  -0.488
C: 8.624 1.509 -4.199  -0.714
O: 8.511 0.712 -5.381  -0.524
H: 5.377 0.918 -1.706  0.365
H: 6.678 1.101 -0.712  0.417
H: 5.792 -0.602 -0.892  0.180
H: 8.794 -0.956 -2.970  0.451
H: 8.055 -1.597 -1.483  0.314
H: 9.091 -0.091 -1.407  0.291
H: 5.391 -0.314 -3.759  0.380
H: 6.006 -1.717 -3.016  0.330
H: 6.929 -1.211 -4.319  0.315
H: 7.902 1.974 -2.282  0.359
H: 6.602 2.028 -3.413  0.503
H: 9.612 1.326 -3.777  0.376
H: 8.665 2.523 -4.597  0.420
H: 9.277 0.833 -5.946  0.335
C: -2.470 -1.932 -3.233  -0.640
C: -3.049 -0.742 -3.837  0.348
O: -2.428 0.009 -4.566  -0.497
N: -4.480 -0.342 -3.425  0.337
H: -4.547 -0.472 -2.426  0.117
H: -4.706 0.641 -3.476  0.359
C: -5.485 -1.080 -4.327  -0.787
H: -1.433 -1.921 -3.568  0.145
H: -2.910 -2.855 -3.611  0.682
H: -2.500 -1.915 -2.143  0.126
H: -6.533 -1.015 -4.031  0.338
H: -5.227 -2.139 -4.329  0.312
H: -5.287 -0.656 -5.312  0.411
C: 2.347 0.345 -1.918  -1.400
C: 0.910 -0.094 -1.743  0.457
O: 0.299 -0.877 -2.439  -0.376
N: 0.168 0.564 -0.494  0.839
H: 0.577 0.303 0.391  0.106
H: 0.221 1.545 -0.728  0.090
C: -1.360 0.165 -0.362  -0.808
H: 2.993 0.129 -1.066  0.331
H: 2.483 1.330 -2.365  0.488
H: 2.760 -0.389 -2.610  0.496
H: -1.411 -0.915 -0.223  0.129
H: -1.888 0.435 -1.277  -0.035
H: -1.847 0.681 0.466  0.633
C: 0.773 -3.656 -1.049  -0.200
C: 0.414 -4.343 0.227  0.624
O: -0.705 -4.877 0.324  -0.524
N: 1.513 -4.351 1.358  0.635
H: 2.403 -4.549 0.924  0.317
H: 1.615 -3.418 1.733  -0.347
C: 1.098 -5.267 2.410  -0.784
H: -0.084 -3.217 -1.560  -0.074
H: 1.240 -4.343 -1.754  0.551
H: 1.496 -2.845 -0.961  -0.114
H: 0.712 -6.232 2.083  0.385
H: 0.265 -4.778 2.915  0.248
H: 1.863 -5.301 3.186  0.371
O: -4.067 0.239 1.293  -0.245
C: -4.679 -0.709 0.622  0.613
O: -4.490 -0.920 -0.568  -0.826
O: -5.524 -1.344 1.225  -0.777
H: -4.422 0.024 2.159  0.096
O: 1.791 -0.189 3.378  -0.515
C: 1.814 -1.236 2.548  0.680
O: 2.494 -2.201 2.883  -0.837
O: 1.170 -1.306 1.492  -0.675
H: 2.408 -0.651 3.950  0.352
O: 4.353 -1.878 0.305  -0.427
C: 4.986 -3.032 0.196  0.538
O: 4.464 -4.070 0.648  -0.825
O: 6.124 -3.106 -0.291  -0.685
H: 3.660 -2.139 0.916  0.331
O: 2.549 4.331 -1.790  -0.475
C: 1.544 3.835 -0.983  0.687
O: 1.806 3.377 0.159  -0.711
O: 0.442 3.620 -1.523  -0.752
H: 3.292 4.131 -1.216  0.312

## Properties
Largest force on an atom: 5.268 eV Å⁻¹
Gap between HOMO and LUMO: 0.23295 Eh
Total charge: +2
E_tot: -2791.0459 Ha


Molecular formula: C4H11O2S
Method: DFT, ωB97M-V with the def2-TZVPD basis set

Each line ends with the Mulliken charge.
Element x y z (Å)
C: 0.174 -1.814 -0.517  -0.554
O: -0.584 -1.409 -1.624  -0.683
C: -0.423 -1.193 0.801  -0.553
C: -0.516 0.359 0.679  0.215
C: 0.358 1.172 1.570  -0.732
S: 0.620 2.905 0.716  -0.360
H: 1.129 -1.351 -0.735  0.248
H: 0.181 -2.900 -0.582  0.314
H: -1.430 -1.550 1.042  0.282
H: 0.311 -1.404 1.593  0.325
H: -0.267 0.609 -0.345  -0.297
H: -1.597 0.641 0.747  0.243
H: 1.359 0.743 1.725  0.305
H: 0.007 1.387 2.546  0.420
H: 0.501 2.410 -0.581  0.194
H: 0.787 0.797 -2.746  0.199
H: -0.532 -0.291 -1.944  0.377
O: -0.080 0.888 -2.346  -0.943

## Properties
Largest force on an atom: 2.915 eV Å⁻¹
Gap between HOMO and LUMO: 0.27568 Eh
ΔE to the lowest compared entry with this formula, charge and spin: 24.5 kcal/mol
Total charge: -1
E_tot: -707.6589 Ha


Molecular formula: C5H10O2
Method: DFT, ωB97M-V with the def2-TZVPD basis set

Each line ends with the Mulliken charge.
Element x y z (Å)
C: -1.741 1.261 1.451  -0.744
O: -1.165 0.154 0.805  -0.314
C: -0.278 0.471 -0.222  -0.048
C: 1.124 1.025 0.068  -0.787
C: 0.900 -0.384 -0.266  0.340
C: 1.215 -1.653 -0.076  -0.314
O: 0.329 -2.675 -0.193  -0.492
H: -2.382 1.846 0.774  0.296
H: -0.968 1.922 1.868  0.290
H: -2.349 0.861 2.266  0.239
H: -0.754 0.842 -1.138  0.367
H: 1.531 1.698 -0.688  0.213
H: 1.405 1.267 1.091  0.261
H: 2.216 -2.005 0.149  0.339
H: -0.557 -2.288 -0.256  0.345
H: 0.555 -0.997 -3.091  0.179
H: 0.921 -1.343 -2.542  -0.169

## Properties
Largest force on an atom: 0.423 eV Å⁻¹
SMILES string: CO[C@H]1C/C1=C/O.[H][H]
Gap between HOMO and LUMO: 0.35739 Eh
ΔE to the lowest compared entry with this formula, charge and spin: 104.4 kcal/mol
E_tot: -346.8590 Ha